[1]
14
Properties=species:S:1:pos:R:3:forces:R:3:mulliken_charge:R:1 method="wB97M-V/def2-TZVPD" e_homo_ev=-8.62 multiplicity=1 total_charge=0 e_lumo_ha=0.01792 gap_ev=9.11
C 1.43255 -2.00727 0.55512 1.1437 -1.8705 -0.4122 -0.95
C 0.29835 -0.01008 0.58062 -0.7455 0.3364 -1.0035 0.65
C -1.38049 1.78741 -0.93732 0.6391 -0.8021 -1.2149 0.05
H 2.04922 -2.65893 1.22046 -0.6571 0.6337 -0.1211 0.27
H 0.64436 -2.69670 0.13881 0.2563 0.8999 0.4469 0.30
H 2.14423 -1.82881 -0.27618 -0.3595 0.2980 0.0320 0.33
H 0.37374 -0.84948 -1.27751 -0.4088 0.6831 0.3431 0.29
H -1.84983 2.52224 -1.60273 0.0728 -0.2319 0.4339 0.37
H -2.21185 2.49231 0.87062 0.3659 -0.2570 -0.4821 0.28
N 1.00318 -0.81672 1.22117 0.3535 -0.7788 0.7909 -0.48
N -0.12654 -0.14680 -0.72259 -0.2922 0.2791 -0.9687 0.06
N -0.66478 0.88718 -1.55115 -0.4623 0.3768 1.5789 -0.76
N -1.57173 1.83904 0.42326 0.4737 -0.3428 0.2566 -0.33
S -0.14042 1.48662 1.35742 -0.3797 0.7761 0.3201 -0.09

---

[2]
14
Properties=species:S:1:pos:R:3:forces:R:3:mulliken_charge:R:1 method="wB97M-V/def2-TZVPD" e_homo_ev="-5.84 / -9.73" s_squared=2.018 multiplicity=3 total_charge=0 e_lumo_ha="0.02868 / -0.08578" gap_ev="6.62 / 7.39"
C -1.29463 1.62611 0.02903 0.6231 -0.3466 0.0177 -0.14
C 2.29139 -0.04472 0.01149 0.1831 0.1296 -0.0040 -0.49
C 1.89543 -1.30676 -0.00444 0.1533 -0.0821 -0.0289 -0.61
N -2.59414 1.67209 -0.00602 -0.6718 0.2574 -0.0108 -0.29
N -0.89225 0.33139 0.01398 2.3165 0.5158 0.1002 -0.10
N -3.05642 0.44676 -0.04435 -4.7992 2.3835 -0.0837 -0.53
N -2.06054 -0.39266 -0.03329 2.9330 -2.2640 0.0074 0.46
S -2.09039 -1.99941 -0.05923 -0.2360 -0.8537 -0.0144 -0.16
H -0.63750 2.46718 0.07162 0.1779 0.1882 -0.0003 0.43
H 0.03399 -0.10262 0.01911 -0.5886 0.2144 -0.0156 0.30
H 2.48929 0.49279 0.92774 -0.0212 -0.0523 0.1677 0.28
H 2.45288 0.51673 -0.89704 -0.0114 -0.0148 -0.1700 0.29
H 1.74591 -1.87335 0.90036 -0.0238 -0.0411 0.1893 0.28
H 1.71697 -1.83353 -0.92897 -0.0350 -0.0342 -0.1545 0.28

---

[3]
16
Properties=species:S:1:pos:R:3:forces:R:3:mulliken_charge:R:1 method="wB97M-V/def2-TZVPD" e_homo_ev="-5.19 / -9.55" s_squared=2.008 multiplicity=3 total_charge=0 e_lumo_ha="0.01737 / -0.11422" gap_ev="5.66 / 6.44"
C -0.91277 1.48218 0.42263 1.0759 -1.3322 -0.6681 0.46
C 2.08557 0.45682 0.37674 -3.0490 2.3178 -0.6120 0.15
C 2.14092 -1.95839 1.20308 -1.3853 -1.3213 -0.5580 -0.60
N -1.12371 0.42564 1.17965 -0.7243 1.7376 1.7046 -0.38
N -0.35983 0.99592 -0.71756 0.1622 1.4916 -0.6031 -0.04
N -0.62319 -0.60638 0.58448 0.2798 -2.2223 -1.4914 -0.11
N -0.12499 -0.32244 -0.57253 -0.7860 0.2799 0.3403 -0.35
N -1.13548 2.78256 0.79017 1.5791 1.5318 0.7969 -0.61
N 2.29552 -0.65916 0.67803 2.6713 -4.2178 2.0823 -0.02
S 2.38916 1.99618 0.15818 1.4749 2.0792 -0.3013 -0.29
H 1.78051 -2.61694 0.29532 0.9914 0.8387 1.9092 0.26
H 3.11266 -2.26468 1.65200 -0.5417 -0.2304 -0.6377 0.28
H 1.36176 -2.08398 2.04411 0.9269 0.6907 -1.3561 0.28
H -1.27643 2.74409 1.81303 -0.2595 0.1803 -0.7308 0.32
H -0.26055 3.39984 0.67131 -1.7908 -1.3601 -0.1037 0.32
H 0.20851 1.53362 -1.38080 -0.6249 -0.4636 0.2290 0.33

---

[4]
11
Properties=species:S:1:pos:R:3:forces:R:3:mulliken_charge:R:1 method="wB97M-V/def2-TZVPD" e_homo_ev="-11.40 / -16.69" s_squared=2.005 multiplicity=3 total_charge=+1 e_lumo_ha="-0.16185 / -0.19637" gap_ev="6.99 / 11.35"
C 1.07095 -0.86006 0.10683 0.0827 -3.3363 -0.3912 -0.42
C 0.17016 0.43798 -0.08376 3.3761 0.6648 0.6236 -0.01
C 1.58355 -0.14636 1.32506 0.0932 -1.1580 -1.3973 0.05
N -1.40915 0.46091 -0.30103 0.9917 -1.4358 -0.3012 -0.37
O 0.69578 0.83927 1.25888 -3.1819 2.5949 -0.3455 -0.30
H 0.57115 -1.84705 0.39641 -0.1159 1.3144 -0.3077 0.22
H 1.81407 -1.25671 -0.65686 -0.9898 1.2769 0.4067 0.27
H 0.73662 1.10864 -0.81169 -1.6677 -0.5636 0.6009 0.33
H -1.56160 0.23746 -1.34076 0.2795 -0.0870 1.7438 0.41
H -1.91165 1.40583 -0.20898 1.0382 -1.5924 0.7349 0.39
H -1.75988 -0.37990 0.31589 0.0937 2.3222 -1.3670 0.44

---

[5]
11
Properties=species:S:1:pos:R:3:forces:R:3:mulliken_charge:R:1 method="wB97M-V/def2-TZVPD" e_homo_ev="-11.21 / -16.21" s_squared=2.008 multiplicity=3 total_charge=+1 e_lumo_ha="-0.12957 / -0.34203" gap_ev="7.68 / 6.90"
C 0.35208 -0.81845 1.07033 0.0901 -0.4968 -0.5975 -0.39
C -0.49692 0.16193 -1.76771 -7.6675 -5.4584 -2.6024 -0.43
C 0.72412 0.42614 0.29908 1.5890 0.7085 -3.4750 0.16
N -0.36657 0.40581 1.14375 0.3377 -0.5686 1.0506 0.06
O 0.38368 0.61662 -1.08398 8.1635 4.2989 6.0870 -0.26
H -0.18335 -1.62816 0.51952 0.2421 0.4798 0.4016 0.28
H 0.97519 -1.17137 1.92302 -0.5902 0.4487 -0.3719 0.31
H -0.72489 0.48428 -2.70905 0.3151 1.3544 -2.3530 0.33
H -1.27517 -0.49012 -1.40114 -0.0388 -0.3397 0.5646 0.25
H 1.66547 1.06615 0.38537 -1.5144 -0.9745 0.7607 0.38
H -1.05365 0.94718 1.62079 -0.9266 0.5477 0.5353 0.31

---

[6]
12
Properties=species:S:1:pos:R:3:forces:R:3:mulliken_charge:R:1 method="wB97M-V/def2-TZVPD" e_homo_ev=-3.86 multiplicity=1 smiles="NCCC(=O)[O-]" total_charge=-1 e_lumo_ha=0.15269 gap_ev=8.02
C 1.41278 -0.15851 0.14421 -1.9536 1.1719 0.8314 -0.43
C 0.07627 0.64881 -0.12797 0.4170 -0.8899 0.2415 -0.59
C -1.31767 -0.19969 0.01338 1.5466 -1.8813 2.0171 0.51
O -1.02695 -1.44250 0.24627 -0.8652 1.9428 -0.8766 -0.71
O -2.43714 0.35090 0.08651 1.2473 0.0898 -0.6927 -0.72
N 2.57786 0.69534 -0.24392 -6.1419 2.5240 0.2973 -0.61
H 1.30619 -0.33427 1.22732 0.8117 -0.3261 -0.3963 0.31
H 1.30794 -1.06219 -0.40576 0.3551 -1.0354 -0.2658 0.32
H 0.21767 1.42026 0.63183 -0.9300 0.5934 -0.4043 0.21
H 0.16373 1.03633 -1.13950 -0.2274 0.5347 -0.1875 0.28
H 2.29697 0.85851 -1.19753 0.6459 0.5787 -0.5174 0.25
H 3.34697 0.20316 -0.24887 5.0946 -3.3027 -0.0468 0.20

---

[7]
12
Properties=species:S:1:pos:R:3:forces:R:3:mulliken_charge:R:1 method="wB97M-V/def2-TZVPD" e_homo_ev="-3.63 / -3.63" multiplicity=1 total_charge=-1 e_lumo_ha="0.14782 / 0.14785" gap_ev="7.66 / 7.66"
C 0.77604 1.51844 -0.11185 -0.2844 -0.3765 -0.2170 -0.49
C -0.20328 -0.70794 0.16162 -0.3377 -1.4983 1.8380 -1.08
C 0.47928 0.47717 0.88932 -0.8982 -1.4065 -1.2449 -0.46
N 3.05015 0.19969 -0.31684 0.1733 -1.0985 -1.1983 0.19
O 3.23943 -0.57588 0.65519 0.2603 0.6695 -1.2244 -0.50
O 3.54436 -0.09426 -1.45162 -0.4866 0.2960 2.1262 -0.57
H 1.66033 2.00018 0.22812 0.7450 1.1661 0.6072 0.22
H 0.52432 -1.16549 -0.46935 0.7003 -0.4856 -0.4003 0.30
H -0.97705 -0.39713 -0.51387 -0.6790 0.3675 -0.0385 0.38
H -0.59260 -1.55652 0.87914 0.6031 1.6235 -1.1818 0.26
H 1.34370 0.12569 1.39557 1.0509 -0.4097 0.3923 0.29
H -0.16571 0.73395 1.69793 -0.8470 1.1526 0.5416 0.46

---

[8]
12
Properties=species:S:1:pos:R:3:forces:R:3:mulliken_charge:R:1 method="wB97M-V/def2-TZVPD" e_homo_ev=-3.41 multiplicity=1 smiles="C[C@H](N)C(=O)[O-]" total_charge=-1 e_lumo_ha=0.16361 gap_ev=7.87
O 0.56129 2.06081 1.00264 2.2172 2.4682 2.4435 -0.68
C 0.06640 1.52471 0.05816 -3.1835 -3.7758 -1.0650 0.40
O -0.35496 1.86922 -1.04390 0.1767 1.4236 -1.4994 -0.75
C -0.31565 -0.01379 0.39959 0.4761 0.4673 -3.1642 0.35
C 0.96084 -0.77928 0.27274 1.1384 0.1401 -1.5700 -1.35
N -1.38971 -0.57227 -0.46147 -1.0444 0.3079 -1.0142 -0.72
H -0.65712 0.03476 1.37373 -0.6497 -0.1872 2.1106 0.31
H 1.87360 -0.21249 0.11131 -0.0726 0.9501 0.2057 0.31
H 1.22593 -1.36193 1.08365 0.1926 -1.5936 1.8839 0.29
H 1.01896 -1.39760 -0.61599 -0.5865 -0.4959 -0.2336 0.37
H -1.78412 0.20084 -1.04923 0.7957 -0.7795 0.7780 0.27
H -1.20545 -1.35299 -1.13122 0.5402 1.0748 1.1247 0.20

---

The following relative energy (zero: lowest compared OMol25 entry of this formula, charge and spin) values (in kJ/mol) correspond, in order, to the records above: 234.3 140.5 49.2 158.7 225.6 125.7 701.5 93.4.
The following molar mass values (in g/mol) correspond, in order, to the records above: 130.2 130.2 158.2 72.1 72.1 88.1 88.1 88.1.